C15H45ClN3O10 | the ωB97M-V functional and the def2-TZVPD basis

## Properties
* total energy: -1974.95880 a.u.
* E_HOMO: -5.285 eV
* E_LUMO: 2.151 eV
* charge: -1
* Kohn-Sham gap: 7.44 eV
* relative energy (zero: lowest compared OMol25 entry of this formula, charge and spin): 62.1 kcal/mol

Last column: Mulliken charge in e.
Cartesian coordinates (Å):
Cl 1.2245 -3.6547 2.1305  1.590
O 1.0779 -2.6273 1.1317  -0.638
O 1.9798 -3.0843 3.1892  -0.643
O -0.0448 -4.1641 2.5779  -0.643
O 1.9372 -4.8029 1.5860  -0.667
C 6.8820 -5.1110 -3.2442  -0.511
O 6.9230 -3.6647 -3.0611  -0.480
H 7.2221 -5.5054 -2.2867  0.235
H 5.8340 -5.3936 -3.3433  0.206
H 7.3994 -5.5348 -4.1050  0.266
H 7.7650 -3.4051 -3.4422  0.285
C -5.4560 -6.1500 -0.2911  -0.510
O -6.2330 -4.9762 -0.6929  -0.502
H -5.3778 -6.2186 0.7940  0.240
H -5.8926 -7.0568 -0.7098  0.236
H -4.4359 -6.2037 -0.6714  0.248
H -7.1467 -5.0551 -0.4091  0.288
C 2.2843 -3.1425 -6.8130  -0.556
O 2.3328 -2.3623 -5.5915  -0.489
H 3.1325 -3.0727 -7.4940  0.256
H 2.2890 -4.2156 -6.6222  0.253
H 1.4200 -2.9170 -7.4377  0.244
H 3.0965 -2.4920 -5.0245  0.291
C -8.4272 -5.8918 7.0137  -1.471
C -7.8264 -4.9969 8.0628  0.651
C -6.4523 -4.4096 7.5895  -0.874
O -5.7279 -3.8097 8.6182  -0.308
C -4.5853 -3.0836 8.2190  -0.759
N -8.8524 -3.9760 8.2107  -0.743
H -8.5414 -5.3311 6.0860  0.314
H -9.3840 -6.2987 7.3409  0.353
H -7.7919 -6.7518 6.8022  0.406
H -7.6505 -5.6720 8.9003  0.247
H -6.6099 -3.7522 6.7345  0.408
H -5.9135 -5.2325 7.1198  0.379
H -3.9985 -2.7757 9.0845  0.251
H -4.7736 -2.1963 7.6146  0.314
H -3.9242 -3.7073 7.6174  0.327
H -8.4198 -3.2386 8.7484  0.277
H -9.5231 -4.3066 8.8896  0.228
C 0.8209 8.9126 -0.3901  -1.388
C 0.6291 7.3543 -0.4885  0.392
C 0.2321 6.6618 0.8216  -0.732
O -0.1286 5.2551 0.7403  -0.297
C -0.1981 4.5462 1.9728  -0.735
N -0.2939 7.0068 -1.5625  -0.624
H -0.1076 9.4162 -0.1208  0.346
H 1.1322 9.3184 -1.3526  0.385
H 1.6199 9.2061 0.2907  0.356
H 1.5365 6.9132 -0.9008  0.235
H -0.4588 7.2229 1.4509  0.385
H 1.1940 6.6494 1.3341  0.333
H -0.8170 5.0990 2.6795  0.298
H 0.7704 4.4698 2.4671  0.298
H -0.6611 3.5634 1.8843  0.270
H -1.1943 7.3516 -1.2617  0.247
H -0.1170 7.5850 -2.3715  0.230
C 5.7456 3.9706 -7.1117  -1.594
C 4.8126 3.2182 -6.1208  0.479
C 5.4210 3.3646 -4.6872  -0.765
O 4.3897 2.9794 -3.7078  -0.310
C 5.0020 2.9912 -2.4016  -0.755
N 3.5202 3.8384 -6.3404  -0.752
H 5.3173 4.0214 -8.1127  0.414
H 6.6638 3.4068 -7.2763  0.400
H 6.0609 4.9889 -6.8842  0.398
H 4.7838 2.1560 -6.3636  0.367
H 5.6705 4.4166 -4.5494  0.335
H 6.3335 2.7688 -4.6661  0.358
H 4.3572 2.7550 -1.5551  0.302
H 5.3607 3.9875 -2.1431  0.289
H 5.8233 2.2773 -2.3399  0.305
H 3.7049 4.8261 -6.4428  0.268
H 3.2631 3.7426 -7.3124  0.261